[1]
Here is a structure of composition C53H59N5O4PSTi from OMol25. Energies are from ωB97M-V with the def2-TZVPD basis set.

Kohn-Sham gap ... 4.00 eV
LUMO level ... 0.078 hartree

```
! wB97M-V def2-TZVPD RIJCOSX def2/J DEFGRID3
* xyz -1 1
Ti -1.40847 -0.40421 -0.71955
C -3.13384 -1.09140 2.72458
C -2.71793 0.36599 2.40997
N -2.91759 0.73028 0.99718
C -4.29367 1.14534 0.70001
C -5.37031 0.06289 0.69152
S -5.32180 -1.05489 -0.73387
C -4.85829 -2.70724 -0.11286
C -4.34940 -2.77463 1.32316
N -3.24133 -1.89278 1.53803
H -4.09878 -1.10283 3.23842
H -2.40450 -1.48986 3.44109
H -1.66043 0.49011 2.62429
H -3.27699 1.05445 3.05919
H -2.33332 1.54458 0.83226
H -4.28818 1.63591 -0.27166
H -4.61020 1.88913 1.44889
H -6.32808 0.58713 0.64476
H -5.38701 -0.49563 1.62120
H -4.06383 -3.03648 -0.78485
H -5.71258 -3.37888 -0.22171
H -4.10931 -3.82912 1.52871
H -5.15458 -2.51430 2.01527
H -2.36060 -2.24185 1.19932
O -2.28633 -1.94688 -1.37325
C -0.97793 -2.31734 -1.24865
C -0.01449 -2.68904 -2.28598
C 0.09728 -2.72720 -3.67254
C 1.31878 -3.12119 -4.21721
C 2.40603 -3.45817 -3.41427
C 2.29001 -3.42833 -2.02183
C 1.06913 -3.08358 -1.48141
P 0.23920 -2.82858 0.17693
C 1.81501 -3.18939 1.18136
C 2.16186 -4.39581 1.78212
C 3.39219 -4.56652 2.41218
C 4.30353 -3.52384 2.45984
C 3.98123 -2.31194 1.85891
C 2.75683 -2.15840 1.22834
C -0.76231 -4.20956 0.85293
C -1.00099 -4.28058 2.22284
C -1.84475 -5.25405 2.74303
C -2.44107 -6.18007 1.89752
C -2.20701 -6.11516 0.52909
C -1.38318 -5.12580 0.01015
H -0.72873 -2.45460 -4.31966
H 1.42745 -3.16481 -5.29612
H 3.34005 -3.75866 -3.87536
H 3.12624 -3.69169 -1.38262
H 1.47191 -5.23233 1.76419
H 3.63062 -5.51958 2.87227
H 5.25574 -3.65034 2.96207
H 4.67631 -1.48074 1.89709
H 2.51753 -1.20532 0.76705
H -0.52244 -3.56392 2.88329
H -2.03228 -5.28790 3.81000
H -3.09575 -6.94356 2.30154
H -2.67514 -6.82995 -0.13771
H -1.23327 -5.05004 -1.06153
C -2.61702 3.61888 -4.30991
N -2.33143 2.86019 -3.10840
C -2.08299 3.66647 -1.92698
C -2.61346 1.53471 -2.97573
O -2.81931 1.03873 -1.85569
N -2.72793 0.80403 -4.13112
C -3.38939 -0.49321 -4.02880
C -1.67230 0.84546 -5.13362
H -3.29149 4.44433 -4.06329
H -3.10127 2.99164 -5.05142
H -1.70478 4.04360 -4.73929
H -1.28854 4.38335 -2.14370
H -1.76890 3.03662 -1.10310
H -2.98391 4.21782 -1.63683
H -3.77002 -0.75137 -5.01931
H -4.21309 -0.43503 -3.32184
H -2.71774 -1.27201 -3.67251
H -1.07851 1.75005 -5.04087
H -2.10118 0.80389 -6.13810
H -1.00212 -0.00901 -4.99516
C 6.10938 3.46357 2.13113
C 4.74808 4.05680 1.88567
C 4.38986 5.24072 2.52179
C 3.13498 5.79939 2.34455
C 2.22737 5.18104 1.50224
C 2.57444 4.00576 0.85227
N 1.60676 3.38649 0.00482
C 1.84832 3.20567 -1.32950
C 2.76835 4.04419 -1.99414
C 3.04125 3.87940 -3.33214
C 2.43229 2.87147 -4.08088
C 1.52947 2.04478 -3.44662
C 1.21268 2.20495 -2.09732
C 0.20151 1.28400 -1.52809
O -0.32649 1.49053 -0.40180
O -0.17833 0.27658 -2.20784
C 3.82855 3.41450 1.04719
C 4.18692 2.11679 0.37734
H 6.73345 4.15567 2.69577
H 6.62298 3.22585 1.19760
H 6.03745 2.53539 2.70371
H 5.10791 5.72174 3.17695
H 2.86461 6.71161 2.86153
H 1.23811 5.58999 1.34191
H 0.93134 2.76650 0.43428
H 3.25658 4.82750 -1.42910
H 3.75109 4.54811 -3.80525
H 2.67306 2.73350 -5.12598
H 1.05325 1.22849 -3.97402
H 4.70874 2.28526 -0.56953
H 3.30104 1.52549 0.15495
H 4.83386 1.51461 1.01390
C -0.25257 -1.20639 0.90555
C 0.25317 -0.65899 1.97576
C 0.78887 0.04609 2.99388
C 0.30098 0.00460 4.35316
C 0.86023 0.78294 5.33952
C 1.92849 1.65498 5.10421
C 2.43917 1.68911 3.80095
C 1.91871 0.92468 2.78442
H -0.51593 -0.66595 4.59567
H 0.44403 0.70729 6.34065
H 2.35261 2.25890 5.89499
H 3.27822 2.34012 3.56858
H 2.36022 0.96030 1.79496
*
```

Mulliken population analysis, charges in e, atoms 1 to 5: number 1, Ti, carries -0.86; number 2, C, carries -0.98; number 3, C, carries -0.69; number 4, N, carries 0.94; number 5, C, carries -0.86

***

[2]
Here is a structure of composition C53H60Cl4F3N9NiO3 from OMol25. Energies are from ωB97M-V with the def2-TZVPD basis set.

Kohn-Sham gap (alpha / beta) ... 8.84 / 5.20 eV
LUMO level (alpha / beta) ... -0.087 / -0.217 hartree
Expectation value of S² ... 3.759

```
! wB97M-V def2-TZVPD RIJCOSX def2/J DEFGRID3
* xyz 1 4
Ni -23.17363 4.76328 -11.57350
C -24.50214 3.18922 -13.59367
O -24.56292 2.91797 -12.17579
O -23.60235 4.28108 -13.62514
C -24.17913 1.91257 -14.53084
F -23.08699 1.25545 -14.11680
F -25.13266 0.98161 -14.53374
F -23.94517 2.20088 -15.79441
C -25.47756 1.99078 -11.66379
C -25.67087 2.30368 -10.19147
H -24.74076 2.52192 -9.66671
H -26.29026 3.18354 -10.01744
H -26.13272 1.43258 -9.72674
H -25.07566 0.97927 -11.72228
H -26.48042 2.00010 -12.09073
H -25.49189 3.47363 -13.95088
C -22.43899 5.44592 -7.27793
C -23.64787 5.05194 -8.12306
O -23.50037 5.02114 -9.49952
H -21.80759 4.56004 -7.20977
H -22.73372 5.72165 -6.26540
H -21.87222 6.26762 -7.71574
H -24.44826 5.71425 -7.79318
H -23.89011 4.04526 -7.78245
N -20.56306 2.74479 -2.24981
C -20.70669 3.98438 -1.69220
C -20.65792 5.15348 -2.45339
C -20.33413 5.01617 -3.79949
C -20.10718 3.78863 -4.36550
C -20.25850 2.68205 -3.57588
H -20.83964 3.96506 -0.62059
H -20.81072 6.11371 -1.98327
H -20.07356 5.89190 -4.37534
H -19.77594 3.71177 -5.39057
H -20.20702 1.70465 -4.03244
N -18.24897 2.96507 -7.80262
C -17.06954 3.32180 -8.33530
C -16.96081 4.43545 -9.20023
C -18.12213 4.97362 -9.70751
C -19.34705 4.53230 -9.23324
C -19.34852 3.53072 -8.28040
H -16.23080 2.81395 -7.88255
H -16.00910 4.81977 -9.53631
H -18.02610 5.80681 -10.38792
H -20.26853 4.86991 -9.68411
H -20.26352 3.02083 -8.01736
N -26.09276 3.91233 -4.50349
C -24.97696 4.71112 -4.34466
C -23.90955 4.34065 -3.50018
C -23.90782 3.08358 -2.87435
C -24.97831 2.24806 -3.12121
C -26.02821 2.66143 -3.90928
H -24.97615 5.68717 -4.80696
H -23.12110 5.06964 -3.38473
H -23.23236 2.74116 -2.10435
H -25.08950 1.26115 -2.69691
H -26.90135 2.04607 -4.06855
N -24.38055 8.34227 -2.13347
C -25.24699 8.45971 -3.15856
C -24.83332 8.45160 -4.48544
C -23.51440 8.25145 -4.75657
C -22.61666 8.17448 -3.64570
C -23.03045 8.29083 -2.38435
H -26.28694 8.54077 -2.87868
H -25.56862 8.53313 -5.27226
H -23.22194 7.99294 -5.76357
H -21.57223 8.03057 -3.87994
H -22.34509 8.19219 -1.55552
N -23.76248 9.67878 -8.39531
C -24.90601 9.04111 -8.71965
C -26.16233 9.57477 -8.41934
C -26.22418 10.79995 -7.80778
C -25.01030 11.31710 -7.28044
C -23.80529 10.71037 -7.56773
H -24.77048 8.04560 -9.11585
H -27.02723 9.01572 -8.74463
H -27.20633 11.24387 -7.73915
H -25.01016 12.34511 -6.94940
H -22.90292 11.17830 -7.20279
N -22.75094 -1.25936 -6.46877
C -22.37674 -0.02054 -6.08065
C -23.14627 1.09618 -6.49143
C -24.23986 0.91864 -7.27924
C -24.52532 -0.34872 -7.78528
C -23.68990 -1.39805 -7.40518
H -21.61171 -0.02644 -5.31835
H -22.88167 2.08607 -6.15011
H -25.02647 1.61932 -7.51734
H -25.42038 -0.57065 -8.34743
H -23.85731 -2.43810 -7.64322
N -21.86472 3.08480 -11.28259
C -20.95897 2.62428 -12.22916
C -20.07094 1.54119 -12.05548
C -20.06899 0.87816 -10.80840
C -21.03288 1.26315 -9.85316
C -21.90991 2.34023 -10.15315
H -20.99176 3.27026 -13.09406
H -19.47142 1.17564 -12.87606
H -19.37451 0.06446 -10.66013
H -21.01079 0.84371 -8.85819
H -22.65021 2.74309 -9.47784
N -21.80053 6.39431 -11.85407
C -21.68701 7.45223 -10.98250
C -20.86393 8.54771 -11.19914
C -20.16350 8.62515 -12.40100
C -20.34452 7.66528 -13.35191
C -21.14706 6.57141 -13.05679
H -22.21123 7.37476 -10.04143
H -20.90499 9.30495 -10.43018
H -19.45946 9.42951 -12.55509
H -19.83993 7.68952 -14.30648
H -21.35297 5.79556 -13.77933
N -24.79299 6.49285 -11.78731
C -24.67661 7.64994 -12.47190
C -25.62664 8.72046 -12.37026
C -26.72926 8.53385 -11.52191
C -26.89515 7.30133 -10.94446
C -25.99060 6.28419 -11.16977
H -23.75011 7.77135 -13.01342
H -25.42091 9.68231 -12.81626
H -27.39943 9.34969 -11.29458
H -27.76910 7.08206 -10.34904
H -26.11726 5.31614 -10.70800
C -20.54830 8.78886 -7.19373
Cl -19.23349 7.65102 -7.68750
Cl -19.94883 10.41110 -7.61078
H -21.42749 8.52448 -7.78130
H -20.83121 8.69071 -6.14567
C -27.59088 5.25196 -6.92896
Cl -27.31346 7.00656 -6.60658
Cl -28.20317 5.12580 -8.55639
H -26.63165 4.73897 -6.85952
H -28.35208 4.83207 -6.27142
*
```

Mulliken population analysis, charges in e, atoms 1 to 5: number 1, Ni, carries 2.01; number 2, C, carries 0.07; number 3, O, carries -0.03; number 4, O, carries -0.92; number 5, C, carries 0.49

***

| no. | F_max (eV/Å) |
| --- | --- |
| 1 | 1.094 |
| 2 | 3.671 |